The following is a DFT calculation (the ωB97M-V functional and the def2-TZVPD basis) of a gas-phase ion, CH2N3O2 (charge +1).

The SMILES is O=C=[NH+]NN=O. The electronic energy comes out at -353.60279 Ha. As for the net charge: +1. The relative energy (zero: lowest compared OMol25 entry of this formula, charge and spin) comes out at 0.0000 eV. Its spin multiplicity is 1. For the frontier orbital gap, the calculation gives 8.86 eV.

CARTESIAN COORDINATES (ANGSTROEM)
O  1.92  0.70  -1.60
C  1.01  0.17  -1.20
N  -0.03  -0.40  -0.77
N  -0.60  -0.16  0.48
N  0.12  0.56  1.37
O  -0.44  0.77  2.40
H  -0.42  -1.20  -1.30
H  -1.57  -0.46  0.63

The following is a DFT calculation (the ωB97M-V functional and the def2-TZVPD basis) of a single C4H2N2O4 molecule.

The SMILES is O=Cc1cc([N+](=O)[O-])no1. The electronic energy comes out at -563.74940 Ha. The relative energy (zero: lowest compared OMol25 entry of this formula, charge and spin) comes out at 5.1989 eV. Its spin multiplicity is 1. For the frontier orbital gap, the calculation gives 9.54 eV.

CARTESIAN COORDINATES (ANGSTROEM)
O  3.68  -0.12  0.24
C  2.77  0.66  -0.15
C  1.34  0.28  -0.01
C  0.24  0.89  -0.07
C  -0.85  -0.08  -0.03
N  -2.23  0.19  0.07
O  -2.58  1.33  0.08
O  -3.02  -0.89  0.00
N  -0.29  -1.24  -0.02
O  1.10  -1.11  -0.10
H  3.12  1.41  -0.34
H  0.16  1.72  -0.17

The following is a DFT calculation (the ωB97M-V functional and the def2-TZVPD basis) of 2 unconnected molecules or ions with the total composition C2H5INO.

The electronic energy comes out at -506.50307 Ha. As for the net charge: +1. The relative energy (zero: lowest compared OMol25 entry of this formula, charge and spin) comes out at 2.8086 eV. Its spin multiplicity is 1. For the frontier orbital gap (alpha / beta), the calculation gives 6.95 / 8.67 eV.

CARTESIAN COORDINATES (ANGSTROEM)
C  -2.72  1.16  0.16
C  -0.64  -0.28  -0.71
N  0.37  0.05  0.29
O  -2.19  2.01  0.72
I  -4.64  0.52  -0.33
H  -0.48  0.27  -1.69
H  -0.78  -1.45  -0.92
H  0.10  -0.26  1.25
H  0.36  1.12  0.34
H  1.24  -0.36  -0.04